1.
54
Properties=species:S:1:pos:R:3:mulliken_charge:R:1 method="wB97M-V/def2-TZVPD" gap_ev=8.98 smiles="CCn1c(COc2cccc(OC)c2)nnc1SCC(=O)NC[C@H]1CCCO1" charge=0 e_tot_ha=-1657.779011 lumo_energy_ev=0.64
S -1.481 3.504 -0.260 -0.158
O 1.688 -2.367 0.087 -0.439
O 0.870 0.570 3.874 -0.516
O -0.319 2.427 -3.388 -0.680
O -1.292 -2.018 -2.482 -0.426
N -0.734 0.726 -1.954 0.120
N -0.882 2.164 2.034 0.401
N -1.728 0.184 1.637 -0.741
N -1.982 0.953 0.568 -0.482
C -0.531 0.399 3.805 -0.838
C 1.647 0.008 2.888 0.118
C 3.355 -0.965 0.932 -0.776
C 1.192 -0.958 2.000 0.429
C -0.395 -1.291 -3.304 0.446
C 0.405 -2.952 0.170 -0.720
C -1.082 0.898 2.514 0.589
C 2.047 -1.441 1.014 0.288
C 2.956 0.471 2.815 -0.762
C -1.471 2.136 0.805 0.526
C -0.955 1.943 -2.476 0.685
C -1.527 -3.241 -3.138 -0.650
C 3.800 -0.024 1.838 -0.354
C -0.237 3.286 2.664 -0.727
C 0.256 -0.177 -2.486 -1.010
C -2.082 2.707 -1.783 -0.760
C -0.198 -3.646 -3.804 -0.508
C -1.258 4.213 3.315 -1.064
C 0.603 -2.335 -3.833 -0.771
H 3.998 -1.349 0.157 0.460
H -0.824 -0.649 3.930 0.355
H 0.319 3.827 1.892 0.454
H -1.832 3.683 4.072 0.300
H -2.912 2.062 -1.505 0.344
H 0.316 -4.406 -3.219 0.232
H 0.181 -1.322 2.058 0.401
H -1.942 4.603 2.565 0.315
H -0.956 -0.843 -4.142 0.436
H 0.924 0.402 -3.128 0.408
H -1.878 -3.954 -2.391 0.325
H 0.956 -2.080 -4.828 0.392
H 0.465 2.899 3.406 0.302
H -0.370 -4.043 -4.803 0.309
H -0.392 -2.218 0.020 0.274
H -1.344 0.374 -1.222 0.264
H -2.309 -3.111 -3.900 0.346
H 0.368 -3.684 -0.634 0.100
H 1.459 -2.390 -3.161 0.272
H 0.823 -0.616 -1.661 -0.021
H -0.925 0.978 4.647 0.409
H 3.288 1.212 3.524 0.463
H -0.746 5.047 3.786 0.398
H -2.411 3.526 -2.421 0.427
H 0.263 -3.461 1.129 0.439
H 4.815 0.338 1.778 0.378

2.
80
Properties=species:S:1:pos:R:3:mulliken_charge:R:1 method="wB97M-V/def2-TZVPD" gap_ev="6.34 / 6.34" charge=-1 e_tot_ha=-2918.855273 lumo_energy_ev="1.33 / 1.33"
Ir -1.371 0.122 -1.109 3.453
S -2.924 -1.540 -1.830 -0.706
P -0.029 1.730 -0.116 -0.143
O 0.118 1.130 -4.873 -0.665
O -1.137 0.620 -3.101 -0.510
N -2.363 -4.110 -1.444 -0.831
N -0.491 -2.760 -1.403 -0.685
N -0.057 -1.604 -1.292 0.656
N -1.523 -3.124 4.216 -0.640
N -3.065 1.003 4.784 -0.674
N -1.514 -5.156 -1.215 -0.022
N -1.830 -0.358 0.771 -0.095
C 2.027 -0.479 -1.833 -0.432
C 3.409 -0.388 -1.763 -0.766
C -0.888 4.221 0.890 0.319
C 2.095 -2.544 -0.580 0.236
C -2.033 -0.593 1.882 0.529
C -1.863 5.224 1.036 -1.014
C -1.856 -2.112 3.766 0.192
C -4.705 3.704 -0.839 -0.943
C -4.949 2.568 -1.552 -1.009
C 4.133 -1.360 -1.086 -0.715
C -2.265 -0.875 3.225 -0.047
C -1.202 3.057 0.240 -0.312
C 1.304 2.597 -0.998 0.761
C 1.381 -1.555 -1.246 0.253
C 0.341 -4.617 1.966 -0.336
C 3.490 3.586 -1.179 -0.669
C -3.447 3.874 -0.213 1.337
C -2.711 0.162 4.076 0.020
C -3.108 5.051 0.494 -0.779
C 0.693 1.235 1.484 0.480
C -3.983 1.539 -1.649 -0.287
C 2.529 2.924 -0.426 -0.468
C -0.625 -4.479 0.984 -0.363
C 1.798 0.382 1.517 -0.143
C 0.561 1.102 3.893 -0.749
C -2.484 2.840 -0.323 0.058
C -1.894 -2.914 -1.496 0.589
C 0.083 1.592 2.684 -1.220
C 1.655 0.253 3.915 -0.683
C -0.533 -5.220 -0.195 0.613
C 2.276 -0.103 2.724 -1.025
C 1.406 -5.497 1.790 -0.793
C 1.487 -6.243 0.625 -0.467
C 2.008 3.595 -3.074 -0.729
C 3.474 -2.433 -0.497 -0.671
C -0.301 0.346 -4.039 0.053
C 3.234 3.915 -2.503 -0.573
C 1.041 2.947 -2.322 -0.688
C 0.526 -6.104 -0.368 -0.367
C -2.760 1.623 -1.030 -0.463
H 1.571 -3.367 -0.114 -0.165
H -5.902 2.438 -2.052 0.387
H 0.049 1.365 4.809 0.442
H 5.210 -1.280 -1.012 0.396
H -5.450 4.487 -0.754 0.363
H 0.095 2.688 -2.780 0.518
H 2.309 -6.933 0.475 0.357
H 2.739 2.657 0.602 0.418
H 0.604 -6.659 -1.294 0.412
H -1.621 6.137 1.567 0.397
H -4.236 0.664 -2.234 0.422
H -3.857 5.829 0.589 0.379
H 0.237 -4.053 2.882 0.355
H 0.021 -0.718 -4.086 0.334
H -2.003 -6.021 -1.367 0.238
H 3.992 4.416 -3.092 0.378
H -0.794 2.225 2.684 0.572
H 1.457 0.287 -2.337 0.390
H 2.291 0.091 0.599 0.510
H -1.459 -3.804 1.136 0.491
H 2.156 -5.602 2.563 0.412
H 3.126 -0.773 2.728 0.478
H 0.110 4.374 1.287 0.497
H 4.033 -3.190 0.040 0.451
H 4.443 3.838 -0.730 0.422
H 1.799 3.825 -4.110 0.461
H 3.907 0.455 -2.223 0.439
H 2.015 -0.146 4.855 0.380

3.
80
Properties=species:S:1:pos:R:3:mulliken_charge:R:1 method="wB97M-V/def2-TZVPD" gap_ev=8.06 charge=+2 e_tot_ha=-5178.082789 lumo_energy_ev=-5.40
Se -13.670 -7.296 17.065 0.001
S -12.001 -8.521 13.396 1.530
P -10.992 -6.686 18.933 0.510
Al -11.173 -7.265 16.479 -0.080
O -12.625 -9.808 13.577 -0.750
O -12.689 -7.263 13.212 -0.597
N -10.023 -5.716 16.315 0.648
N -9.906 -8.808 16.558 0.370
N -9.547 -5.733 18.621 -0.056
N -10.952 -8.194 14.692 0.402
N -15.382 -8.120 14.828 0.322
N -14.835 -5.976 14.818 0.406
C -12.946 -3.171 19.671 -0.506
C -9.832 -6.858 21.347 -0.759
C -9.687 -8.900 9.404 0.637
C -12.872 -5.715 20.779 -0.847
C -13.387 -3.354 21.002 -0.760
C -13.527 -4.685 21.409 -0.473
C -11.105 -8.647 11.870 0.029
C -10.067 -10.512 14.880 -0.640
C -8.269 -4.302 17.127 -0.859
C -8.981 -10.931 17.013 -0.866
C -15.388 -9.561 15.100 -0.724
C -9.385 -9.685 17.424 -0.162
C -9.283 -5.248 17.353 0.601
C -9.931 -5.170 15.071 -0.282
C -10.511 -7.599 20.371 0.319
C -12.177 -5.474 19.604 0.775
C -8.037 -3.831 15.838 -0.529
C -8.790 -9.006 8.165 -1.324
C -10.199 -7.669 9.844 -0.609
C -12.353 -4.204 18.970 -0.897
C -10.024 -9.630 21.648 -0.624
C -10.281 -9.206 15.313 0.793
C -14.622 -7.156 15.497 -0.393
C -15.572 -6.245 13.653 -0.616
C -14.361 -4.643 15.227 -0.881
C -10.918 -7.502 11.042 -0.453
C -9.412 -11.380 15.755 -0.585
C -10.665 -9.003 20.559 -0.343
C -10.647 -9.875 11.422 -0.178
C -15.875 -7.560 13.655 -0.277
C -9.129 -7.528 22.335 -0.784
C -9.295 -8.902 22.586 -0.529
C -9.955 -9.966 10.215 -0.753
C -8.939 -4.219 14.817 -0.865
H -8.427 -6.929 22.885 0.422
H -11.179 -9.574 19.777 0.582
H -8.624 -10.098 7.959 0.327
H -9.040 -9.322 18.395 0.536
H -15.733 -5.495 12.859 0.448
H -14.133 -4.674 16.297 0.276
H -9.638 -10.975 9.898 0.256
H -9.207 -12.416 15.502 0.453
H -10.779 -10.799 12.028 0.411
H -8.930 -9.383 23.519 0.401
H -16.187 -10.076 14.556 0.343
H -16.473 -8.198 13.007 0.453
H -10.139 -10.691 21.675 0.464
H -8.377 -11.563 17.696 0.415
H -10.443 -10.830 13.933 0.235
H -15.466 -9.721 16.201 0.319
H -12.995 -2.175 19.210 0.397
H -9.956 -6.797 9.271 0.421
H -14.487 -10.113 14.791 0.231
H -9.314 -8.592 7.285 0.362
H -10.633 -5.540 14.354 0.518
H -9.960 -5.776 21.340 0.557
H -15.163 -3.949 15.006 0.448
H -11.937 -3.971 18.007 0.433
H -7.261 -3.104 15.629 0.442
H -13.431 -4.341 14.700 0.252
H -7.769 -3.857 17.950 0.530
H -11.130 -6.485 11.440 0.327
H -7.833 -8.516 8.327 0.322
H -8.864 -3.833 13.794 0.449
H -13.610 -2.517 21.634 0.462
H -8.788 -5.777 19.315 0.343
H -14.136 -4.926 22.259 0.465
H -12.816 -6.727 21.255 0.356

4.
16
Properties=species:S:1:pos:R:3:mulliken_charge:R:1 method="wB97M-V/def2-TZVPD" gap_ev=10.92 smiles=CC[C@@H](O)CO charge=0 e_tot_ha=-308.875850 lumo_energy_ev=0.80
O 2.667 0.036 -0.143 -0.529
O 0.359 -0.674 -1.294 -0.547
C 0.338 -0.305 0.069 0.244
C 1.481 0.668 0.325 -0.597
C -2.176 -0.572 -0.079 -1.181
C -1.019 0.307 0.389 -0.475
H -1.080 0.478 1.472 0.315
H -2.137 -1.562 0.388 0.294
H 1.290 -0.865 -1.484 0.351
H -1.087 1.290 -0.097 0.343
H -2.125 -0.711 -1.162 0.292
H 1.284 1.593 -0.235 0.365
H 0.494 -1.196 0.703 0.174
H 3.292 0.716 -0.416 0.309
H -3.140 -0.116 0.170 0.370
H 1.560 0.913 1.394 0.272

Asked for F_max across the records above, the calculation gives 1.16, 0.89, 3.51, 0.36 eV/Å in order.